Record 1
C25H35N3O5S in the gas phase in a non-equilibrium geometry. Source: the Open Molecules 2025 dataset; level of theory: wB97M-V/def2-TZVPD.

Summary:
- E_LUMO: 0.529 eV
- ΔE to the lowest compared entry with this formula, charge and spin: 90.61 kcal/mol
- Calculated total energy: -52035.7266 eV
- HOMO: -8.0409 eV
- Structure (SMILES): COc1ccc([C@@H](CNC(=O)c2ccc(C)c(S(=O)(=O)N3CCCCC3)c2)N(C)C)cc1OC
- Frontier orbital gap: 8.57 eV
- 2S+1: 1
- Largest force on an atom: 1.14 eV/Å

Structure (XYZ):
```
69
Properties=species:S:1:pos:R:3:mulliken_charge:R:1
C 1.13402 4.48717 -1.96944 -0.37
O 0.23132 4.64265 -0.89787 -0.49
C 0.25160 3.80500 0.17966 0.40
C -0.56123 4.21731 1.23149 -0.93
C -0.67421 3.48603 2.39633 -0.93
C 0.00645 2.28601 2.52849 -0.91
C -0.17635 1.44295 3.77452 -0.18
C -1.52679 0.71332 3.64165 -1.57
N -1.52892 -0.21263 2.53908 0.10
C -1.92044 -1.49703 2.65907 0.46
O -2.35970 -1.96810 3.69235 -0.67
C -1.81838 -2.29673 1.39987 0.39
C -2.73670 -3.31956 1.17889 -0.99
C -2.69335 -4.06902 0.01852 -0.84
C -1.72807 -3.83271 -0.95754 1.02
C -1.69050 -4.61193 -2.22786 -1.74
C -0.79600 -2.83310 -0.70365 0.27
S 0.50700 -2.45410 -1.87304 1.28
O 1.32280 -1.42177 -1.28322 -0.57
O 1.18162 -3.64523 -2.29929 -0.81
N -0.39321 -1.89692 -3.17487 0.27
C -1.05330 -0.62839 -2.94206 -1.39
C -0.12877 0.57241 -3.14446 0.55
C 0.52034 0.50149 -4.52470 -1.00
C 1.25028 -0.83179 -4.67529 -0.41
C 0.26903 -1.98321 -4.46221 -1.13
C -0.83013 -2.07462 0.44909 -1.23
N 0.95848 0.54393 3.95481 0.24
C 0.73585 -0.51259 4.92356 -0.94
C 2.13944 1.30382 4.32091 -1.18
C 0.80828 1.85476 1.47907 0.34
C 0.97629 2.60583 0.32089 1.32
O 1.82578 2.23282 -0.68543 -0.44
C 2.78750 1.22963 -0.42733 -0.89
H 0.98936 3.53883 -2.49031 -0.08
H 0.91256 5.31354 -2.64542 0.33
H 2.17173 4.56068 -1.63649 0.23
H -1.09270 5.14756 1.10839 0.46
H -1.29210 3.85397 3.20178 0.52
H -0.27991 2.12212 4.64559 0.43
H -2.29974 1.47565 3.48321 0.55
H -1.77921 0.15047 4.54160 0.64
H -1.15074 0.13164 1.67068 -0.11
H -3.48396 -3.51017 1.93447 0.47
H -3.42001 -4.85240 -0.13890 0.41
H -1.98758 -3.97386 -3.05935 0.27
H -0.67512 -4.94641 -2.42649 0.34
H -2.35904 -5.46754 -2.17855 0.46
H -1.44243 -0.65004 -1.92138 0.36
H -1.90137 -0.57052 -3.63442 0.40
H -0.70539 1.49280 -3.03393 0.49
H 0.64678 0.55269 -2.37952 -0.28
H 1.21956 1.32993 -4.65168 0.41
H -0.24817 0.58531 -5.29847 0.36
H 1.70345 -0.91438 -5.66441 0.41
H 2.03794 -0.90377 -3.92273 0.26
H 0.78341 -2.94445 -4.48133 0.46
H -0.50604 -1.97407 -5.23667 0.40
H -0.05246 -1.33920 0.58741 1.22
H 0.46420 -0.12585 5.91808 0.32
H -0.04027 -1.19139 4.58214 0.23
H 1.65876 -1.08281 5.02015 0.36
H 2.05893 1.73931 5.32962 0.40
H 2.29393 2.11357 3.61089 0.33
H 3.00599 0.64441 4.29605 0.37
H 1.32892 0.91717 1.59024 0.58
H 2.34621 0.23011 -0.44128 0.28
H 3.50617 1.30809 -1.24272 0.29
H 3.29830 1.40329 0.52376 0.40
```


Record 2
A molecular structure, C25H36AgAsBr2O8SSi in a non-equilibrium geometry. Source: the Open Molecules 2025 dataset; level of theory: wB97M-V/def2-TZVPD.

Summary:
- E_LUMO: 3.668 eV
- ΔE to the lowest compared entry with this formula, charge and spin: 31.42 kcal/mol
- Calculated total energy: -266526.6699 eV
- HOMO: -0.9739 eV
- Frontier orbital gap: 4.64 eV
- Net charge: -2
- 2S+1: 1
- Largest force on an atom: 3.12 eV/Å

Structure (XYZ):
```
75
Properties=species:S:1:pos:R:3:mulliken_charge:R:1
Ag 1.97733 2.92971 -0.67377 0.47
O 0.55121 5.67132 2.74243 -0.61
As 1.42245 5.02247 1.37054 1.19
O 1.30416 6.20223 0.20491 -0.82
O 1.05744 3.41839 1.19167 -0.55
C 3.26577 4.89494 2.06349 -0.33
C 3.66849 5.12399 3.33808 -0.25
C 4.98062 4.79972 3.74222 -0.43
C 5.88998 4.24148 2.83795 -0.10
C 5.59651 4.32137 1.48126 -0.70
C 4.24120 4.47032 1.01580 0.46
S 4.71189 0.42203 1.86727 0.70
O 4.41796 1.07268 3.14963 -0.37
O 3.84105 4.15180 -0.15794 -0.86
O 3.84436 -0.64959 1.45927 -0.37
H -0.37969 5.78254 2.59830 0.28
H 2.99634 5.45831 4.09826 0.40
H 5.16771 4.90614 4.81359 0.27
H 6.79639 3.74950 3.25937 0.28
H 6.28494 4.12314 0.63050 0.27
C -0.18131 -3.36141 1.14291 -2.00
C -1.24300 -2.98334 0.05536 2.47
C -2.08170 -4.27429 -0.19230 -1.69
C -0.46395 -2.67952 -1.25234 -2.20
Si -2.23570 -1.40712 0.52000 0.12
Br -0.73841 0.35764 0.24290 -0.34
C -3.65933 -0.94415 -0.71244 2.10
C -3.15889 -1.01845 -2.15466 -2.03
C -4.18008 0.50106 -0.50074 -1.64
C -4.87309 -1.91069 -0.48105 -1.64
C -2.78294 -1.44165 2.37781 2.11
C -1.45472 -1.17124 3.15079 -1.84
C -3.42350 -2.81949 2.78522 -1.42
C -3.70367 -0.27076 2.83600 -2.02
H 0.47650 -4.16152 0.74176 0.52
H -0.70645 -3.83107 2.02107 0.35
H 0.36570 -2.46957 1.49201 0.32
H -1.46617 -5.02663 -0.65464 0.51
H -2.98368 -4.06850 -0.76386 0.28
H -2.46567 -4.68427 0.75383 0.32
H 0.14778 -3.55164 -1.47469 0.61
H 0.21257 -1.79642 -1.11262 0.31
H -1.08279 -2.42748 -2.10796 0.15
H -2.33595 -0.29169 -2.40459 0.25
H -4.04025 -0.80096 -2.77700 0.63
H -2.88468 -2.05168 -2.45443 0.32
H -3.40549 1.26972 -0.74753 0.29
H -4.59335 0.66661 0.52256 0.25
H -5.01241 0.68070 -1.20948 0.53
H -4.60391 -2.95486 -0.69608 0.25
H -5.68429 -1.56980 -1.11268 0.51
H -5.23967 -1.93651 0.54031 0.28
H -0.66564 -1.96363 3.09942 0.31
H -1.68021 -1.01448 4.23471 0.47
H -0.95683 -0.22889 2.83816 0.37
H -2.69528 -3.65616 2.57956 0.18
H -4.32318 -3.06604 2.22980 0.23
H -3.65165 -2.72918 3.86736 0.46
H -3.21780 0.70499 2.61758 0.38
H -3.75519 -0.28944 3.92178 0.59
H -4.72911 -0.25301 2.45969 0.31
Br 4.73113 1.52332 -4.23777 -0.15
C 3.40886 0.15842 -4.51993 -0.08
C 3.83234 -0.82396 -5.42658 -0.41
C 2.91244 -1.65517 -6.02739 -0.44
C 1.58769 -1.61740 -5.60164 -0.33
C 1.18489 -0.73170 -4.63537 -0.46
C 2.13519 0.09976 -3.97527 0.41
C 1.62840 1.10002 -2.94163 0.65
O 0.44479 1.37219 -2.79647 -0.62
O 2.58253 1.60939 -2.27690 -0.74
H 4.91040 -0.92564 -5.59120 0.33
H 3.18770 -2.39023 -6.80198 0.31
H 0.84262 -2.28454 -6.08538 0.30
H 0.13223 -0.62213 -4.33681 0.35
```


Record 3
A molecular structure, C25H36BCl2F6O9Pt in a non-equilibrium geometry. Source: the Open Molecules 2025 dataset; level of theory: wB97M-V/def2-TZVPD.

Summary:
- E_LUMO (alpha / beta): -3.912 / -6.121 eV
- Calculated total energy: -90205.2680 eV
- HOMO (alpha / beta): -10.8284 / -10.8283 eV
- Frontier orbital gap (alpha / beta): 6.92 / 4.71 eV
- Net charge: +1
- 2S+1: 3
- Largest force on an atom: 2.91 eV/Å

Structure (XYZ):
```
80
Properties=species:S:1:pos:R:3:mulliken_charge:R:1
Pt -0.85659 -0.55789 0.60871 5.16
B 0.82313 -0.53922 -1.54761 0.04
F 0.44541 -1.65430 -0.77143 -0.55
F -0.21167 0.44392 -1.27775 -0.52
F 2.05024 -0.04546 -1.19725 -0.35
F 0.79393 -0.99708 -2.86194 -0.29
C 3.43576 -3.02812 -1.15004 0.74
Cl 2.81416 -4.70281 -1.28286 -0.16
Cl 4.57173 -2.73401 0.14435 -0.18
H 3.90235 -2.74400 -2.08608 0.37
H 2.54428 -2.43033 -1.00343 -0.91
C 0.80942 3.24824 4.96800 -0.95
C 1.49571 3.46026 3.61107 -0.37
O 0.81601 2.66199 2.63547 -0.18
C 1.36913 1.60472 2.06985 0.09
O 0.69549 0.77638 1.51066 -1.58
O 2.66246 1.51497 2.24222 -0.46
C 3.26363 0.29617 1.75154 -0.34
H -0.21896 3.58493 4.79640 0.19
H 1.21744 3.82198 5.79431 0.41
H 0.79437 2.18992 5.22418 0.23
H 2.52715 3.15988 3.78205 0.30
H 1.48590 4.48859 3.26227 0.36
H 3.43182 0.41057 0.67964 0.20
H 2.64901 -0.57790 1.93995 0.02
H 4.25445 0.20456 2.18763 0.34
C -3.77818 3.06473 3.07598 -1.23
C -2.47462 3.23957 2.34106 0.30
O -2.70707 3.29399 0.92762 -0.31
C -2.74135 2.20835 0.22169 0.69
O -2.15764 1.16825 0.51164 -0.39
O -3.32721 2.41085 -0.91485 -0.36
C -3.60779 1.32804 -1.79240 -0.71
H -3.75131 3.10912 4.16713 0.41
H -4.14903 2.04699 2.91830 0.29
H -4.54466 3.78354 2.79143 0.32
H -1.73177 2.46375 2.54662 -0.19
H -1.87723 4.11529 2.59662 0.32
H -4.18473 1.72778 -2.62042 0.31
H -4.20533 0.58037 -1.26727 0.38
H -2.71078 0.85667 -2.19775 0.23
C 0.78718 -2.45661 5.98787 -1.37
C 1.15175 -2.17961 4.53036 0.04
O 0.83282 -3.29022 3.70404 -0.33
C 0.36569 -3.07590 2.49288 0.67
O 0.13692 -1.97666 2.02120 -1.14
O 0.23952 -4.23841 1.91440 -0.35
C -0.36320 -4.26891 0.60246 0.32
H 1.22972 -3.39511 6.31286 0.35
H -0.29272 -2.40284 6.11450 0.33
H 1.19626 -1.66421 6.61596 0.40
H 2.20849 -1.90628 4.47846 0.29
H 0.61609 -1.28416 4.20870 0.12
H -0.00504 -3.42002 0.02306 -0.57
H -1.44061 -4.27548 0.76002 0.34
H -0.03576 -5.18211 0.11954 0.24
F 1.45604 5.54700 -5.50088 -0.30
C 1.07748 4.66993 -4.56699 0.36
C 2.03631 3.92197 -3.88460 -0.50
C 1.67403 3.08696 -2.85521 -0.56
C 0.34413 3.16054 -2.41899 0.08
C -0.61203 3.90706 -3.06111 -0.34
C -0.26045 4.62862 -4.21166 -0.62
H 3.04072 3.94591 -4.29358 0.37
H 2.38404 2.46721 -2.32852 0.42
H 0.04168 2.54017 -1.58431 0.18
H -1.64864 3.83828 -2.75901 0.41
H -0.96590 5.33928 -4.62184 0.36
F 0.55994 -5.78466 -5.65154 -0.29
C -0.34762 -4.90905 -5.18329 0.30
C -1.68223 -5.08891 -5.47725 -0.59
C -2.60449 -4.28466 -4.81443 -0.31
C -2.17741 -3.25915 -3.95927 -0.84
C -0.81548 -3.04107 -3.76437 0.51
C 0.09671 -3.85470 -4.41439 -0.69
H -2.06691 -5.92899 -6.03816 0.38
H -3.64933 -4.54468 -4.91243 0.37
H -2.87051 -2.55197 -3.52258 0.40
H -0.42246 -2.26279 -3.12240 0.48
H 1.16820 -3.77902 -4.27478 0.40
```


Record 4
A molecular structure, C25H36BrGe2N10V in a non-equilibrium geometry. Source: the Open Molecules 2025 dataset; level of theory: wB97M-V/def2-TZVPD.

Summary:
- E_LUMO (alpha / beta): 2.083 / 1.695 eV
- ΔE to the lowest compared entry with this formula, charge and spin: 0.00 kcal/mol
- Calculated total energy: -250172.0928 eV
- HOMO (alpha / beta): -4.3785 / -4.9184 eV
- Frontier orbital gap (alpha / beta): 6.46 / 6.61 eV
- Net charge: -1
- 2S+1: 4
- Largest force on an atom: 1.06 eV/Å

Structure (XYZ):
```
75
Properties=species:S:1:pos:R:3:mulliken_charge:R:1
V 0.47158 1.28748 1.01189 -0.63
C -2.96756 -0.01792 -2.78964 -1.28
C -2.28006 0.91911 -1.79768 -0.71
Ge -1.58225 0.07390 -0.11479 1.51
C -3.15259 -0.00489 1.09294 -0.55
C -4.30802 -0.88032 0.61645 -1.28
C -1.28750 -1.76768 -0.71984 -0.93
C -0.12096 -2.41146 -0.63053 0.12
Ge 1.37183 -1.36597 0.13258 0.90
C 2.33146 -2.30597 1.56674 -0.49
C 2.79106 -3.74413 1.34150 -1.23
C 2.62841 -0.73111 -1.26105 -0.44
C 3.50812 -1.74289 -1.99153 -1.33
C -0.00276 -3.83578 -1.09208 0.21
C -1.11661 -4.67927 -1.19510 -0.63
C -1.00128 -5.98073 -1.64840 -0.71
C 0.23911 -6.49635 -2.00919 -0.43
C 1.35652 -5.68846 -1.89045 -1.09
C 1.23092 -4.38346 -1.43034 0.39
H -3.24091 0.49990 -3.71482 0.43
H -3.88065 -0.45685 -2.38353 0.22
H -2.31507 -0.84677 -3.06912 0.23
H -2.96922 1.72249 -1.51296 0.39
H -1.43683 1.39717 -2.30333 0.30
H -3.50188 1.02274 1.24505 0.33
H -2.80740 -0.35820 2.06400 0.22
H -4.75637 -0.50877 -0.30780 0.26
H -5.10715 -0.93506 1.36181 0.43
H -3.98025 -1.90514 0.42798 0.24
H -2.12114 -2.28541 -1.19621 0.40
H 1.67388 -2.26100 2.43407 0.33
H 3.17598 -1.65687 1.80384 0.44
H 1.95671 -4.42307 1.15748 0.34
H 3.31355 -4.10647 2.23111 0.42
H 3.48439 -3.84905 0.50317 0.20
H 3.25726 -0.01393 -0.72860 0.24
H 2.04056 -0.15920 -1.98432 0.41
H 4.06548 -2.37848 -1.29903 0.26
H 4.24698 -1.23496 -2.61909 0.40
H 2.92930 -2.39525 -2.64744 0.35
H -2.09035 -4.32010 -0.88937 0.47
H -1.88600 -6.60327 -1.70747 0.39
H 0.33066 -7.51669 -2.35975 0.37
H 2.33767 -6.06940 -2.14716 0.38
H 2.12742 -3.78500 -1.33511 0.34
C -1.01439 5.92836 -1.69154 -1.58
C -0.22405 5.00351 -0.81954 0.98
C 0.80171 5.36311 -0.04141 -1.29
C 1.41953 4.31019 0.83717 -0.70
C 1.48369 2.98837 0.11555 1.52
Br 2.69330 1.08860 2.36052 -0.50
N 0.24459 2.66691 -0.49492 -0.15
C -0.60639 3.58176 -0.80032 -0.12
H -0.61574 6.94191 -1.66065 0.38
H -2.05575 5.96607 -1.36179 0.34
H -1.01893 5.58895 -2.72906 0.32
H 1.18029 6.37904 -0.03797 0.32
H 2.40487 4.58345 1.21156 0.62
H -1.61688 3.28361 -1.06289 0.31
N -1.29099 2.13916 4.05799 -0.05
C -1.07493 0.78650 3.77868 0.22
N -1.53109 -0.15872 4.57446 -0.61
N -1.15261 -1.30226 3.95751 -0.87
N -0.48192 -1.03486 2.89690 -0.25
N -0.41603 0.30982 2.72743 0.33
C -0.61764 3.12397 3.41368 0.29
N -0.47557 4.39405 3.84890 -0.66
N 0.27793 4.99316 2.94900 -0.84
N 0.56180 4.12279 2.04151 0.81
N 0.01026 2.93085 2.27011 0.35
H -1.64934 2.34741 4.97399 0.29
C 2.71527 2.76697 -0.71904 -1.63
H 3.57023 2.54978 -0.07511 0.30
H 2.95254 3.62701 -1.35852 0.44
H 2.57014 1.91308 -1.37713 0.26
```